[1]
The following is a quantum chemistry calculation of a cluster of 3 separate species, C36H70O11P2 in total, from the OMol25 dataset.

Values from the calculation:
* SMILES: CCCCCCCCCCCCCCCCCCCCC1=C(CCOCC)C(=O)C=CC1=O.COP(=O)(OC)OC.COP(=O)(OC)OC
* energy relative to the best compared isomer or geometry (same formula, charge and spin): 0.0 kcal/mol
* HOMO level: -9.56 eV
* strongest force on any atom: 1.8 eV/A

ORCA input file:
```
! wB97M-V def2-TZVPD RIJCOSX def2/J DEFGRID3
* xyz 0 1
C 3.41540 0.07528 4.37027
C 4.73296 0.18159 3.59475
C 4.70881 -0.46154 2.19248
C 5.46101 0.30139 1.07889
C 4.61758 0.88851 -0.05807
C 3.64317 2.01256 0.30716
C 2.33420 1.64032 1.01960
C 1.54359 0.47812 0.41207
C 0.61880 -0.23195 1.40206
C -0.04962 -1.47686 0.80732
C 0.80931 -2.73067 0.98459
C 0.21914 -4.02742 0.41255
C -0.39974 -3.92346 -0.99073
C -1.89718 -3.58933 -1.06733
C -2.78865 -4.50334 -0.21229
C -4.13818 -4.83843 -0.85564
C -4.99345 -3.64511 -1.28083
C -5.61578 -2.86171 -0.11133
C -5.55170 -1.34881 -0.28967
C -6.16186 -0.52911 0.84673
C -5.51530 -0.41168 2.21526
C -6.15263 0.25289 3.19069
C -7.47510 0.93574 2.98101
C -7.34854 2.34228 2.36771
O -7.19768 3.32750 3.36573
C -5.91015 3.91012 3.46964
C -5.57245 4.84858 2.31997
C -5.55679 0.38865 4.55478
O -6.13313 0.97193 5.42102
C -4.23891 -0.21851 4.82199
C -3.59133 -0.84221 3.85561
C -4.15070 -0.94795 2.48766
O -3.46126 -1.41851 1.62271
H 2.70895 0.86178 4.09062
H 2.92884 -0.88766 4.18223
H 3.57880 0.15764 5.44864
H 5.51890 -0.29596 4.19061
H 5.02657 1.23514 3.50773
H 5.16418 -1.45524 2.27122
H 3.66958 -0.64060 1.88953
H 6.06244 1.10611 1.52290
H 6.17689 -0.38464 0.61157
H 4.11359 0.07183 -0.58641
H 5.32193 1.31188 -0.78603
H 4.18315 2.73256 0.93809
H 3.39007 2.55795 -0.61242
H 2.51939 1.43504 2.07816
H 1.69552 2.53401 1.00138
H 2.22201 -0.26088 -0.02758
H 0.91914 0.85516 -0.41057
H -0.14177 0.47483 1.75990
H 1.20405 -0.52186 2.28597
H -0.24111 -1.29817 -0.25862
H -1.02485 -1.65108 1.27671
H 0.95197 -2.87054 2.06525
H 1.81098 -2.56534 0.56552
H 1.02226 -4.77263 0.37455
H -0.51692 -4.42241 1.12308
H 0.15751 -3.16544 -1.55877
H -0.23691 -4.86990 -1.52116
H -2.20033 -3.68423 -2.11910
H -2.06263 -2.53976 -0.79665
H -2.26087 -5.45173 -0.04300
H -2.94614 -4.06325 0.78023
H -3.95248 -5.48053 -1.72647
H -4.72789 -5.44069 -0.15060
H -5.79764 -4.01576 -1.92647
H -4.39589 -2.96464 -1.90247
H -5.14868 -3.15675 0.83290
H -6.67601 -3.14297 -0.03487
H -6.14696 -1.10210 -1.18044
H -4.52770 -1.03212 -0.50430
H -7.18179 -0.90768 1.01122
H -6.29505 0.49846 0.48319
H -7.98455 1.04194 3.94140
H -8.11063 0.33547 2.32214
H -8.25101 2.57030 1.78960
H -6.49867 2.36882 1.67231
H -5.14334 3.12213 3.55503
H -5.91631 4.45545 4.41659
H -5.39471 4.31696 1.38058
H -4.65469 5.39678 2.55769
H -6.38277 5.56545 2.16648
H -3.84977 -0.11494 5.82914
H -2.61311 -1.29234 3.99381
C 0.70020 6.60866 -2.30430
O 1.87738 5.78911 -2.26247
P 2.37274 5.04509 -3.58180
O 1.45466 5.23054 -4.70915
O 2.66719 3.57187 -3.10587
C 1.54191 2.74173 -2.78705
O 3.86637 5.50509 -3.79352
C 4.08932 6.76986 -4.43153
H -0.18504 6.00004 -2.48014
H 0.63480 7.08980 -1.33213
H 0.77294 7.35948 -3.08874
H 0.77792 2.81048 -3.56150
H 1.12742 3.03142 -1.82021
H 1.91498 1.72303 -2.72905
H 3.65529 7.58019 -3.84357
H 3.66155 6.76975 -5.43253
H 5.16608 6.90007 -4.48124
C 5.12355 -3.25592 -5.60614
O 4.76802 -2.86178 -4.27259
P 5.91092 -2.58715 -3.19665
O 7.24973 -2.89425 -3.70783
O 5.42096 -3.35350 -1.90835
C 5.46773 -4.78645 -1.92813
O 5.65989 -1.12128 -2.67541
C 6.16662 -0.03064 -3.45807
H 5.57799 -4.24500 -5.60559
H 4.19585 -3.27197 -6.17173
H 5.82019 -2.54804 -6.05102
H 6.42441 -5.13330 -2.31859
H 4.64917 -5.17800 -2.53272
H 5.35137 -5.11323 -0.89912
H 5.73021 -0.03858 -4.45813
H 7.25153 -0.08744 -3.52729
H 5.86685 0.87760 -2.94418
*
```

[2]
The following is a quantum chemistry calculation of a structure of composition C3H3Br2N, from the OMol25 dataset.

Values from the calculation:
* energy relative to the best compared isomer or geometry (same formula, charge and spin): 92.3 kcal/mol
* HOMO level: -8.68 eV
* strongest force on any atom: 2.4 eV/A

ORCA input file:
```
! wB97M-V def2-TZVPD RIJCOSX def2/J DEFGRID3
* xyz 0 1
C -2.00902 -2.36419 -0.61241
C 0.22705 1.10184 -0.41792
C 0.57466 0.01551 0.60607
N -1.11452 -1.69182 -0.24390
Br -0.24817 -0.07020 2.24489
Br 2.07408 -0.99821 0.28885
H -0.77491 0.85334 -0.59178
H 0.87361 1.07090 -1.29324
H 0.39722 2.08284 0.01944
*
```

[3]
The following is a quantum chemistry calculation of an isolated molecule of C10H10N2O2S, from the OMol25 dataset.

Values from the calculation:
* energy relative to the best compared isomer or geometry (same formula, charge and spin): 129.0 kcal/mol
* HOMO level: -7.78 eV
* strongest force on any atom: 3.7 eV/A

ORCA input file:
```
! wB97M-V def2-TZVPD RIJCOSX def2/J DEFGRID3
* xyz 0 1
C 0.91852 0.79687 1.03021
C 1.56102 1.77987 -1.05585
C 2.24532 0.47339 1.20784
C 2.84884 1.28362 -0.79953
C 0.56541 1.62843 -0.07781
C -0.60130 2.25002 0.11529
C -0.17493 -1.40419 -0.54423
C -2.33980 -0.75172 0.38175
C -2.75017 0.15349 -0.68509
C 1.02173 -2.19890 -0.17157
N 3.17512 0.65093 0.27203
N -1.06031 -1.26820 0.39798
O -3.20491 -1.01897 1.21090
O -4.09220 0.34365 -0.89991
S -2.13745 1.96604 0.26771
H 0.18520 0.55044 1.81512
H 1.46260 2.33447 -1.95705
H 2.49395 -0.21602 2.07398
H 3.51052 1.20375 -1.65479
H -2.18766 0.42581 -1.62258
H 1.85515 -1.74476 -0.56723
H 0.87893 -3.07005 -0.66883
H 1.15503 -2.40248 0.84623
H -0.83505 -1.71046 1.23943
H -4.49353 -0.05499 -0.15399
*
```

[4]
The following is a quantum chemistry calculation of a cluster of 9 separate species, C5H30N3O8 in total, from the OMol25 dataset.

Values from the calculation:
* energy relative to the best compared isomer or geometry (same formula, charge and spin): 90.6 kcal/mol
* HOMO level: -9.77 eV
* strongest force on any atom: 5.8 eV/A

ORCA input file:
```
! wB97M-V def2-TZVPD RIJCOSX def2/J DEFGRID3
* xyz 1 1
C -2.78184 0.61917 -2.88913
C -1.92325 0.12755 -1.82455
C -1.01166 1.13943 -1.03417
C 0.44761 0.70082 -1.33662
C 1.27337 1.27224 -2.33642
N 2.55968 0.84175 -2.65523
N 0.71095 -0.43896 -0.56151
N -2.75172 -0.68092 -0.76333
H -2.87836 1.63268 -3.09871
H -2.44802 0.13659 -3.91110
H -3.78343 0.28071 -2.74899
H -1.15024 -0.70368 -2.28346
H -1.09784 2.23763 -1.41359
H -1.20583 1.15816 0.06930
H 1.01332 2.11719 -2.95038
H 2.81416 1.02276 -3.60099
H 2.90124 -0.09908 -2.31038
H 1.55840 -0.99713 -0.69172
H -3.63246 -1.11564 -0.96232
H 0.37892 -0.47831 0.43492
H -2.25773 -1.50103 -0.36401
H -2.96304 0.01261 -0.00427
H 1.10754 -3.40943 3.18663
H 2.09977 -2.53963 2.46426
O 1.11906 -2.69844 2.56241
H -1.25647 3.17447 1.31116
H -0.74301 2.60407 2.67452
O -1.13442 2.30217 1.80529
H 1.54945 3.36676 0.98502
H 1.57545 2.75088 -0.39613
O 1.31122 2.57308 0.59398
H 2.22436 1.01612 1.12497
H 2.67338 0.58584 2.72661
O 2.96780 0.92383 1.82024
H 4.55052 -1.42936 -0.17591
H 3.48522 -0.61382 0.70865
O 3.60179 -1.44679 0.23516
H -1.80818 0.17487 2.08456
H -2.54922 -1.20580 2.58695
O -2.36347 -0.59067 1.80220
H -0.71368 -3.85867 -1.01543
H -0.50566 -3.15050 0.06724
O -1.04548 -3.08192 -0.74338
H 0.56726 -0.41684 4.02240
H -0.13326 -1.55816 3.13726
O -0.35221 -0.75661 3.66803
*
```

[5]
The following is a quantum chemistry calculation of an isolated molecule of C3H2O2S3, from the OMol25 dataset.

Values from the calculation:
* SMILES: O=C1SCOC(=S)S1
* energy relative to the best compared isomer or geometry (same formula, charge and spin): 0.0 kcal/mol
* HOMO level: -9.29 eV
* strongest force on any atom: 0.3 eV/A

ORCA input file:
```
! wB97M-V def2-TZVPD RIJCOSX def2/J DEFGRID3
* xyz 0 1
O -0.37926 1.52161 -2.51920
C -0.22091 0.86567 -1.53977
S 0.53711 -0.73477 -1.57879
C 0.94190 -0.86633 0.17575
O -0.19312 -0.92469 1.01956
C -0.95264 0.16392 1.18023
S -1.97472 0.30686 2.42649
S -0.81010 1.52585 0.03659
H 1.59055 -0.04829 0.47288
H 1.46119 -1.80984 0.32627
*
```

[6]
The following is a quantum chemistry calculation of a structure of composition C6H12, from the OMol25 dataset.

Values from the calculation:
* energy relative to the best compared isomer or geometry (same formula, charge and spin): 124.8 kcal/mol
* HOMO level: -8.01 eV
* strongest force on any atom: 0.3 eV/A

ORCA input file:
```
! wB97M-V def2-TZVPD RIJCOSX def2/J DEFGRID3
* xyz 0 1
C 1.83548 0.97759 -0.57508
C 1.29916 -0.21096 0.22046
C 0.22501 -0.97403 -0.52934
C -0.86629 -1.70863 0.20819
C -1.21383 -0.62928 -0.76800
C -1.71771 1.03631 0.55179
H 2.25849 0.64376 -1.52942
H 1.03628 1.69261 -0.80253
H 2.62205 1.50587 -0.02542
H 0.92269 0.11968 1.19595
H 2.11910 -0.90600 0.44341
H 0.62740 -1.45671 -1.42473
H -0.89890 -1.52025 1.28085
H -1.16036 -2.72251 -0.06143
H -1.83374 0.40006 -0.56117
H -2.45162 0.60830 1.23344
H -2.06122 1.98680 0.13205
H -0.74199 1.15740 1.01098
*
```

Frontier orbital gap / eV: 8.325; 6.061; 7.064; 7.308; 8.926; 8.872
Electronic energy / eV: -79571.7426; -144729.9972; -28436.4523; -26514.2188; -39743.3263; -6411.5300
Lowest unoccupied orbital energy / eV: -1.23; -2.62; -0.72; -2.46; -0.37; 0.86